Formula: C5H15N2
Source: the Open Molecules 2025 dataset
Level of theory: wB97M-V/def2-TZVPD

Structure (XYZ):
```
22
Properties=species:S:1:pos:R:3:nbo_charge:R:1
N -1.704 0.546 -0.055 -0.873
N 0.892 0.344 -1.253 -0.526
C -1.387 0.225 2.384 -0.631
C 1.557 0.105 -2.604 -0.400
C 1.273 -0.706 -0.223 -0.209
C 0.058 -0.926 0.672 -0.439
C -0.710 0.341 1.014 -0.073
H 2.128 -0.346 0.324 0.225
H -0.536 -1.729 0.259 0.231
H -0.740 0.362 3.258 0.232
H -2.558 0.053 0.196 0.385
H 2.594 0.404 -2.519 0.237
H 1.440 -1.632 -0.758 0.226
H -0.043 1.202 1.145 0.190
H 1.344 -0.935 -2.806 0.227
H -2.113 1.035 2.467 0.222
H 0.411 -1.376 1.607 0.244
H -1.914 -0.707 2.576 0.222
H 0.971 0.694 -3.309 0.233
H -1.972 1.527 -0.095 0.377
H -0.119 0.266 -1.423 0.470
H 1.130 1.253 -0.857 0.431
```

Results
* E_LUMO: -3.04 eV
* Kohn-Sham gap: 10.760 eV
* SMILES: C[NH2+]CC[C@H](C)N
* charge: +1
* highest occupied orbital energy: -13.80 eV
* energy relative to the best compared isomer or geometry (same formula, charge and spin): 56.4 kJ/mol

***

Formula: C9H12N5S
Source: the Open Molecules 2025 dataset
Level of theory: wB97M-V/def2-TZVPD

Structure (XYZ):
```
27
Properties=species:S:1:pos:R:3:nbo_charge:R:1
S 0.152 0.796 -4.077 -0.043
N -1.535 -0.411 -2.415 -0.390
N 1.216 -0.599 1.302 -0.346
N 0.379 0.263 -1.406 -0.345
N -1.623 -0.567 -1.024 -0.180
N -0.791 -0.312 3.290 -0.339
C -0.402 -0.172 -0.447 0.524
C -2.523 -1.636 -0.488 -0.432
C 0.478 -0.604 3.600 0.045
C 1.470 -0.727 2.634 0.014
C 1.929 2.184 -0.753 -0.627
C 1.787 0.771 -1.285 -0.238
C -0.336 0.215 -2.596 0.207
C -0.077 -0.307 0.992 0.029
C -1.083 -0.133 1.989 0.048
H 1.438 2.911 -1.420 0.233
H -2.009 -2.384 0.117 0.239
H -2.366 -0.018 -2.901 0.454
H 2.362 0.106 -0.604 0.259
H -2.106 0.141 1.727 0.221
H 2.495 -0.927 2.974 0.232
H -3.293 -1.228 0.186 0.231
H 0.750 -0.727 4.639 0.230
H -3.037 -2.111 -1.333 0.252
H 2.218 0.745 -2.299 0.263
H 3.017 2.428 -0.631 0.251
H 1.488 2.302 0.230 0.210
```

Results
* E_LUMO: -4.95 eV
* Kohn-Sham gap: 7.429 eV
* SMILES: CC[n+]1c(-c2cnccn2)n(C)[nH]c1=S
* charge: +1
* highest occupied orbital energy: -12.38 eV
* energy relative to the best compared isomer or geometry (same formula, charge and spin): 0.0 kJ/mol